{"formula": "H24NeO12", "method": "the ωB97M-V functional and the def2-TZVPD basis", "e_tot_ev": -28469.2683, "e_homo_ev": -10.260, "lumo_ha": -0.031, "homo_lumo_gap_ev": 9.4276, "max_force_ev_per_a": 1.18, "e_above_lowest_kj_mol": 92.4, "species": ["Ne", "O", "H", "H", "O", "H", "H", "O", "H", "H", "O", "H", "H", "O", "H", "H", "O", "H", "H", "O", "H", "H", "O", "H", "H", "O", "H", "H", "O", "H", "H", "O", "H", "H", "O", "H", "H"], "positions_angstrom": [[-0.12721, 0.27671, -0.22949], [-3.16904, -0.73518, -1.73987], [-2.96325, -1.23411, -0.94933], [-2.42109, -0.88317, -2.31857], [1.46251, -2.81431, 0.41856], [1.86284, -3.65382, 0.64483], [2.12514, -2.36646, -0.10737], [2.83539, 0.46115, 1.44575], [3.74823, 0.67485, 1.63886], [2.85906, 0.07707, 0.56930], [-2.72921, -0.02097, 2.84922], [-1.90358, -0.22654, 3.28774], [-2.54634, 0.77868, 2.35592], [1.24514, 0.64308, -2.82490], [1.75026, 0.16600, -3.48330], [1.55218, 1.54695, -2.89538], [0.43534, 2.74511, 2.47695], [0.90298, 1.96653, 2.17472], [0.71225, 3.43883, 1.87836], [-2.07082, 2.35157, 1.64524], [-2.58822, 3.05757, 1.25782], [-1.27594, 2.78170, 1.96046], [-1.04366, -0.94212, -3.49916], [-1.35509, -0.29999, -4.13705], [-0.24982, -0.55172, -3.13361], [-2.68935, -2.25386, 0.98105], [-1.81099, -2.46755, 1.29580], [-2.97405, -1.52911, 1.53776], [-1.25821, 2.14836, -2.14080], [-2.10330, 1.81771, -1.83628], [-0.70231, 1.37111, -2.19637], [2.00957, -1.57614, 2.92087], [2.29698, -0.75597, 2.51971], [1.75307, -2.12779, 2.18187], [2.83323, -0.75065, -1.14858], [3.43119, -0.93504, -1.87292], [2.16612, -0.17849, -1.52782]], "forces_ev_per_angstrom": [[0.03, -0.08, 0.12], [-0.46, 0.56, 0.05], [-0.01, -0.35, 0.58], [0.32, -0.20, -0.30], [-0.31, -0.22, 0.13], [0.01, -0.37, 0.04], [0.22, 0.40, -0.36], [-0.10, 0.87, 0.16], [0.26, 0.11, 0.16], [0.07, -0.35, -0.57], [-0.34, -0.83, 0.23], [0.20, -0.08, 0.20], [0.08, 0.75, -0.34], [0.09, -0.08, 0.12], [0.09, -0.17, -0.50], [-0.09, 0.56, 0.00], [-0.04, 0.37, 0.26], [0.26, -0.47, -0.10], [0.27, 0.24, -0.13], [-0.69, 0.09, -0.44], [-0.36, -0.03, -0.14], [0.71, -0.18, 0.41], [0.04, -0.42, -0.17], [-0.17, 0.22, -0.25], [0.11, 0.14, 0.15], [-0.10, -0.43, -0.69], [0.24, -0.04, 0.03], [-0.08, 0.58, 0.55], [0.28, 0.45, -0.27], [-0.35, -0.28, 0.18], [-0.08, -0.18, 0.08], [-0.15, -0.49, 1.06], [0.07, 0.23, -0.18], [-0.19, -0.08, -0.34], [0.49, -0.46, 0.55], [0.34, -0.12, -0.02], [-0.65, 0.35, -0.25]]}



{"formula": "C3H2Br2ClF", "method": "the ωB97M-V functional and the def2-TZVPD basis", "e_tot_ev": -158462.0023, "e_homo_ev": -8.964, "lumo_ha": -0.052, "homo_lumo_gap_ev": 7.5610, "max_force_ev_per_a": 3.21, "e_above_lowest_kj_mol": 480.6, "species": ["C", "C", "C", "F", "Cl", "Br", "Br", "H", "H"], "positions_angstrom": [[-0.70711, 0.58620, -0.23767], [-0.09771, -0.71235, 2.26865], [0.29355, 0.50820, -1.25081], [-0.02313, 0.22157, 3.16567], [1.46815, -1.39419, 2.01686], [-2.29247, -0.29203, -0.46004], [-0.06024, -0.73205, -2.83681], [0.19466, 1.46527, -1.90859], [1.22429, 0.34938, -0.75727]], "forces_ev_per_angstrom": [[-0.51, 0.34, 0.73], [-0.82, 0.13, -0.01], [-1.86, 0.79, -2.50], [0.41, -0.21, -0.13], [0.44, 0.12, 0.14], [0.11, 0.16, -0.03], [0.66, -0.09, 0.30], [0.55, -1.14, 1.78], [1.03, -0.10, -0.27]]}



{"formula": "H12O6Tl", "method": "the ωB97M-V functional and the def2-TZVPD basis", "e_tot_ev": -17134.7718, "e_homo_ev": -23.772, "lumo_ha": -0.716, "homo_lumo_gap_ev": 4.2802, "max_force_ev_per_a": 3.72, "total_charge": 3, "e_above_lowest_kj_mol": 373.5, "species": ["Tl", "O", "H", "H", "O", "H", "H", "O", "H", "H", "O", "H", "H", "O", "H", "H", "O", "H", "H"], "positions_angstrom": [[0.07189, 0.46140, 1.27875], [-0.71622, -1.40046, -0.81821], [-0.95132, -2.30916, -0.55485], [-0.61737, -1.44192, -1.78845], [0.32529, 1.40629, -1.43711], [0.65069, 1.00643, -2.26587], [0.48594, 2.36551, -1.53926], [2.58011, 1.83505, 0.69211], [3.00328, 1.76959, 1.57614], [3.28717, 1.57394, 0.06693], [-2.44183, 1.05005, 0.00819], [-3.07652, 1.66580, 0.42950], [-2.96109, 0.55161, -0.65234], [-2.07603, -1.33353, 1.76124], [-1.89036, -2.28688, 1.85069], [-3.04636, -1.26778, 1.66175], [2.26737, -0.99693, 0.18183], [2.93385, -0.69660, -0.46044], [2.17151, -1.95240, 0.00941]], "forces_ev_per_angstrom": [[-0.40, -1.22, -3.49], [-0.34, 0.09, 0.28], [0.10, 0.17, -0.13], [0.17, 0.02, 0.23], [-0.35, 0.31, 0.42], [0.16, -0.05, 0.29], [-0.05, -0.18, 0.03], [-0.69, -0.21, 1.09], [0.20, 0.38, -0.24], [-0.21, -0.10, 0.01], [0.41, 0.78, 0.20], [0.19, -0.18, 0.07], [0.33, -0.27, 0.22], [0.81, -0.21, 0.25], [0.03, 0.24, 0.23], [0.24, 0.43, -0.07], [-0.41, -0.15, 0.52], [-0.23, 0.02, -0.03], [0.04, 0.14, 0.10]]}



{"formula": "C5H12N3O5S2", "method": "the ωB97M-V functional and the def2-TZVPD basis", "e_tot_ev": -41754.1257, "e_homo_ev": [-5.220, -5.219], "lumo_ha": [0.107, 0.107], "homo_lumo_gap_ev": [8.1390, 8.1375], "max_force_ev_per_a": 5.65, "total_charge": -1, "e_above_lowest_kj_mol": 246.6, "species": ["C", "C", "C", "C", "C", "N", "N", "N", "O", "O", "O", "O", "O", "S", "S", "H", "H", "H", "H", "H", "H", "H", "H", "H", "H", "H", "H"], "positions_angstrom": [[0.85659, -0.94507, -0.25264], [-1.23581, -0.55869, 2.00164], [-2.07452, -1.91298, 0.02277], [1.90865, 2.24469, -0.89204], [-1.41046, -0.75992, 0.57145], [0.93438, -0.44954, -1.54557], [1.26628, -1.78123, -1.30417], [1.75757, 1.61741, 0.33608], [-1.96630, 0.35306, -1.71068], [2.13704, -0.16326, 1.97191], [3.38828, -0.14088, -0.06518], [-3.16505, 1.08032, 0.34534], [-0.88119, 1.86155, -0.07649], [2.13901, 0.07270, 0.55641], [-1.87502, 0.78593, -0.29032], [-0.57598, -1.25302, 2.64297], [-2.23438, -0.79220, 2.44916], [-1.00926, 0.47329, 2.13942], [-3.09297, -1.46637, -0.12771], [-1.61278, -2.19576, -0.86995], [-2.18521, -2.79196, 0.73650], [1.09378, 2.08815, -1.59861], [1.93450, 3.36075, -0.61274], [2.84961, 1.80357, -1.26570], [0.10683, -0.30379, -2.12185], [2.31113, -1.84797, -1.54933], [0.63527, 1.62121, 0.50933]], "forces_ev_per_angstrom": [[-1.77, 1.87, 1.91], [-0.52, -1.58, 2.25], [-2.29, -0.82, 1.71], [1.34, 2.07, -1.43], [4.18, 0.71, -0.62], [-0.30, 2.58, -2.65], [1.87, -2.91, -1.28], [-4.76, -1.15, 2.82], [0.21, 0.62, 1.64], [-0.81, -0.22, 0.56], [2.04, -0.72, -1.78], [0.82, -0.32, -0.35], [-0.77, -1.12, 0.23], [-0.43, -0.52, 1.85], [-0.79, 0.07, -1.68], [-0.46, 1.07, -1.65], [0.29, 0.59, -0.21], [0.36, 0.65, 0.79], [0.37, -0.97, -0.41], [0.27, -0.58, -1.60], [0.42, 1.13, -0.76], [0.06, -0.06, 0.05], [0.43, -1.37, -1.01], [-0.20, 1.03, -0.56], [-0.47, -0.41, 0.68], [-1.68, 0.00, 1.44], [2.59, 0.36, 0.07]]}



{"formula": "C28H35F21O14", "method": "the ωB97M-V functional and the def2-TZVPD basis", "e_tot_ev": -115333.4018, "e_homo_ev": -11.055, "lumo_ha": 0.011, "smiles": "CCOC(=O)C(F)(F)F.CCOC(=O)C(F)(F)F.CCOC(=O)C(F)(F)F.CCOC(=O)C(F)(F)F.CCOC(=O)C(F)(F)F.CCOC(=O)C(F)(F)F.CCOC(=O)C(F)(F)F", "homo_lumo_gap_ev": 11.3503, "max_force_ev_per_a": 5.93, "e_above_lowest_kj_mol": 519.5, "species": ["C", "C", "O", "C", "O", "C", "F", "F", "F", "H", "H", "H", "H", "H", "C", "C", "O", "C", "O", "C", "F", "F", "F", "H", "H", "H", "H", "H", "C", "C", "O", "C", "O", "C", "F", "F", "F", "H", "H", "H", "H", "H", "C", "C", "O", "C", "O", "C", "F", "F", "F", "H", "H", "H", "H", "H", "C", "C", "O", "C", "O", "C", "F", "F", "F", "H", "H", "H", "H", "H", "C", "C", "O", "C", "O", "C", "F", "F", "F", "H", "H", "H", "H", "H", "C", "C", "O", "C", "O", "C", "F", "F", "F", "H", "H", "H", "H", "H"], "positions_angstrom": [[-2.24753, 8.39318, -3.15117], [-1.03727, 7.78729, -2.37052], [-0.84317, 6.36901, -2.57735], [-1.62854, 5.52053, -1.80804], [-2.55911, 5.89919, -1.05795], [-1.31098, 4.08564, -1.92656], [-0.37151, 3.90776, -2.80957], [-0.91409, 3.48039, -0.81496], [-2.41452, 3.41181, -2.34879], [-2.59721, 9.26922, -2.60493], [-3.15204, 7.79413, -3.04574], [-2.11801, 8.59259, -4.21491], [-1.06335, 7.87528, -1.28440], [-0.04125, 8.10934, -2.67439], [2.42729, -4.22151, -4.27398], [1.86025, -3.23800, -3.20610], [2.81484, -2.45318, -2.54774], [3.17869, -1.22757, -3.01125], [2.77904, -0.84520, -4.09183], [3.90666, -0.33952, -2.00782], [5.06258, 0.11385, -2.50540], [3.16321, 0.67784, -1.74668], [4.05443, -0.98341, -0.90595], [2.59665, -3.62373, -5.16957], [1.69665, -4.98723, -4.53466], [3.38053, -4.67016, -3.99444], [1.37692, -3.91279, -2.49960], [0.93520, -2.80152, -3.58275], [-11.18714, -1.69315, -1.28307], [-10.16387, -2.26102, -0.29021], [-8.87167, -1.72986, -0.57677], [-7.87274, -2.44425, -1.14809], [-7.94615, -3.67133, -1.35510], [-6.59410, -1.66212, -1.51187], [-6.42927, -1.80352, -2.81106], [-6.68434, -0.32406, -1.20356], [-5.55958, -2.18335, -0.89274], [-12.01440, -2.40108, -1.23238], [-10.83129, -1.52330, -2.29925], [-11.68154, -0.79246, -0.91915], [-10.13982, -3.34125, -0.43376], [-10.53834, -2.23720, 0.73317], [5.00451, 2.46934, -0.16113], [5.54647, 3.16140, 1.01693], [6.54502, 4.06406, 0.67565], [7.78572, 3.67836, 0.38128], [8.21352, 2.54131, 0.27668], [8.66501, 4.92859, 0.28108], [9.36481, 4.92328, -0.81191], [7.95561, 6.09730, 0.33402], [9.44187, 4.90596, 1.29433], [4.16361, 1.78653, -0.03966], [5.83636, 1.91956, -0.60143], [4.72201, 3.23760, -0.88089], [5.76943, 2.44454, 1.80717], [4.77125, 3.79416, 1.44909], [1.51827, 0.40617, 0.90329], [0.79334, -0.99324, 0.71591], [-0.52989, -0.76994, 0.29423], [-0.87094, -0.05940, -0.87546], [-0.04609, 0.35822, -1.71430], [-2.45253, 0.22245, -0.95613], [-2.60107, 1.45640, -0.56473], [-2.79099, 0.02758, -2.20379], [-3.13229, -0.64048, -0.19916], [1.15347, 1.06293, 1.69304], [1.63040, 1.05374, 0.03369], [2.55918, 0.14048, 1.08773], [0.78595, -1.61013, 1.61451], [1.31041, -1.55199, -0.06417], [-3.08584, -4.06339, -2.24447], [-1.73455, -3.81790, -1.52147], [-1.37735, -4.94478, -0.82245], [-0.32853, -4.95856, 0.00097], [0.52097, -4.14587, 0.01004], [-0.24869, -6.22163, 0.92020], [0.81422, -6.19864, 1.72047], [-1.27403, -6.21037, 1.69934], [-0.10204, -7.20078, 0.10706], [-3.92128, -4.24053, -1.56716], [-3.16909, -4.96649, -2.84912], [-3.35706, -3.20745, -2.86245], [-1.82769, -3.00017, -0.80681], [-0.91424, -3.51152, -2.17057], [1.96657, -0.83042, 4.66028], [2.00725, -0.16118, 6.12927], [2.70831, -1.01055, 7.04326], [3.06549, -0.65437, 8.34188], [2.83442, 0.45306, 8.87934], [3.95296, -1.69727, 9.10857], [4.86327, -1.25641, 9.99324], [3.22855, -2.46244, 9.86467], [4.54669, -2.44171, 8.19779], [2.63444, -1.69184, 4.66494], [2.14950, -0.06147, 3.90970], [0.99317, -1.26516, 4.43318], [0.96371, 0.02960, 6.37972], [2.55834, 0.76821, 5.98557]], "forces_ev_per_angstrom": [[0.01, -0.38, 1.23], [-0.05, -0.34, -0.30], [-1.58, -2.63, 1.04], [-2.65, 4.95, 1.93], [3.19, -1.19, -2.43], [-0.44, -2.25, -0.78], [1.10, -0.33, -1.17], [0.02, 0.58, 0.78], [0.25, 0.58, 0.04], [0.50, 0.50, -0.28], [0.30, -0.65, -0.04], [0.43, 0.04, 0.24], [-0.59, 0.59, -0.09], [-0.37, 0.70, -0.27], [0.11, 1.64, -0.28], [-1.17, -2.96, -0.95], [0.99, 1.32, 1.19], [-2.78, -1.42, -2.95], [1.15, 0.23, 1.35], [0.26, -0.81, -1.87], [0.24, -0.36, 0.16], [-1.53, 2.19, -0.02], [1.29, -1.26, 2.23], [0.19, -0.21, -0.23], [-0.01, 0.02, 0.26], [-0.18, -0.04, 0.26], [0.75, 0.24, 1.02], [0.65, 1.33, -0.41], [-0.68, 0.02, 1.15], [-0.75, -1.70, -1.68], [1.86, 0.95, 0.14], [-2.55, -3.87, 0.82], [0.65, 3.74, 0.34], [-1.25, 1.21, 0.51], [0.31, 0.31, -0.70], [0.22, -1.51, -0.38], [0.47, -0.01, 0.39], [-0.03, -0.23, -0.61], [0.08, -0.33, 0.18], [0.50, 0.39, -0.03], [0.37, -0.08, -0.39], [0.81, 1.13, 0.26], [0.39, -0.28, -1.76], [-2.15, -0.59, 1.68], [1.55, 0.61, -0.10], [-0.64, -1.88, -0.07], [-0.70, 2.04, 0.20], [-2.22, 0.62, -0.65], [0.82, 0.07, -1.46], [0.33, -0.74, -0.24], [2.03, 0.15, 2.36], [0.18, 0.28, 0.56], [-0.17, -0.27, -0.23], [-0.21, -0.12, -0.22], [0.90, 0.11, 0.01], [0.00, 0.13, 0.08], [0.68, -1.08, 0.09], [1.50, 2.40, -1.13], [-2.95, 1.08, -1.94], [3.57, -0.12, -0.10], [-3.19, -1.54, 2.78], [3.28, -1.82, 0.53], [-1.06, 0.63, 0.26], [-0.80, 0.39, -0.94], [-0.23, 0.45, 0.16], [-0.23, -0.48, 0.27], [-0.71, -0.52, -0.35], [0.16, 0.07, 0.55], [-0.30, 0.30, -0.02], [0.15, -0.05, 0.02], [0.08, -0.12, 0.28], [-0.99, 1.72, -1.05], [0.03, -3.03, 1.78], [-0.64, -0.45, -0.35], [1.47, 1.73, 0.19], [1.44, 3.55, -0.71], [0.59, 0.25, 0.03], [-2.31, -1.16, 0.99], [-0.58, -2.98, -1.00], [0.23, 0.43, 0.54], [0.84, 0.04, -0.30], [0.16, 0.02, 0.01], [-0.24, 0.19, 0.04], [-0.14, -0.14, -0.43], [-0.26, -0.10, 1.92], [-0.14, 0.10, -2.20], [0.80, -0.76, 2.44], [-0.84, 4.82, 0.01], [0.48, -3.95, -1.98], [0.25, 0.05, -0.27], [0.19, 1.31, -1.22], [-2.18, -1.40, 0.58], [0.83, -0.48, -0.51], [0.45, 0.39, -0.39], [0.42, -0.27, 0.04], [-0.19, 0.17, 0.26], [0.29, 0.05, 0.74], [-0.11, 0.08, 0.56]]}



{"formula": "C3H8N", "method": "the ωB97M-V functional and the def2-TZVPD basis", "e_tot_ev": -4719.3098, "e_homo_ev": -16.720, "lumo_ha": -0.222, "homo_lumo_gap_ev": 10.6729, "max_force_ev_per_a": 3.10, "total_charge": 1, "e_above_lowest_kj_mol": 397.3, "species": ["C", "C", "C", "N", "H", "H", "H", "H", "H", "H", "H", "H"], "positions_angstrom": [[1.60447, -0.67781, -0.11839], [0.77997, 0.24144, 0.68959], [-1.60400, 0.06046, -0.10464], [1.53792, 0.77339, -0.23542], [2.52106, -1.20617, 0.40714], [1.31399, -1.09434, -1.06810], [0.66916, 0.61830, 1.72274], [-1.84876, -0.13909, -1.12346], [-1.84614, 1.16217, 0.09673], [-2.16280, -0.74205, 0.25734], [2.18169, 1.50040, -0.24435], [-0.49445, -0.14952, 0.08329]], "forces_ev_per_angstrom": [[2.73, -1.31, 0.64], [2.05, 1.09, -0.45], [0.14, 2.57, -0.59], [-1.51, -1.53, 1.07], [-1.92, 1.29, -1.09], [-0.70, -0.74, 0.32], [-0.77, -0.65, -0.66], [0.92, 0.39, -1.44], [0.13, -2.00, 0.25], [-0.88, -0.79, 2.18], [1.18, 1.78, 0.11], [-1.35, -0.10, -0.35]]}